# 1
177
Properties=species:S:1:pos:R:3 method="wB97M-V/def2-TZVPD" charge=0 largest_force_ha_per_bohr=0.0647 homo_lumo_gap_ev=9.29 e_above_lowest_kcal_mol=0.00
C 0.5919 -6.6904 -0.4140
C 0.5975 -5.3227 0.1733
O 0.9566 -4.4662 -0.8763
O -0.2427 -6.8582 -1.5152
H 0.3087 -7.3322 0.4363
H 1.6258 -7.0013 -0.7436
H 1.1742 -5.3749 1.0811
H -0.3548 -5.0783 0.6038
H 0.4248 -3.6772 -0.8654
H -0.2413 -6.0780 -2.0855
C 4.5828 -3.7250 0.2107
C 4.2319 -3.3102 1.6532
O 5.0770 -2.1911 1.8936
O 3.7266 -4.7791 -0.1215
H 5.6419 -4.0580 0.2732
H 4.4931 -2.8271 -0.3474
H 4.4239 -4.0816 2.4159
H 3.1649 -3.1226 1.7461
H 4.7402 -1.6782 2.6374
H 2.9674 -4.5583 -0.6824
C 0.4339 -0.9346 0.5782
C -0.9660 -1.4610 0.3967
O -1.1187 -2.3438 -0.7075
O 0.4860 -0.4024 1.8608
H 0.6976 -0.2172 -0.2154
H 1.0632 -1.8214 0.5358
H -1.7014 -0.6651 0.2248
H -1.2313 -1.9975 1.3091
H -1.5961 -1.9194 -1.4308
H 1.3099 0.1999 2.0135
C -4.7345 -5.3983 3.1656
C -3.5463 -5.1793 2.2387
C -2.3126 -4.6181 3.0199
O -2.4835 -3.3338 3.5543
C -1.4955 -2.8757 4.4418
N -3.1669 -6.3925 1.5118
H -4.4517 -5.7898 4.1685
H -5.5104 -6.0165 2.7266
H -5.2410 -4.4741 3.4443
H -3.9197 -4.3856 1.5291
H -1.4651 -4.6702 2.3210
H -2.0810 -5.3608 3.7925
H -0.9876 -3.7085 4.9514
H -1.9110 -2.2803 5.2336
H -0.7064 -2.3081 3.9265
H -2.5991 -7.0364 2.0576
H -2.6431 -6.1449 0.6657
C -2.6499 -2.4202 -4.5991
C -3.4142 -1.6087 -3.5918
C -4.3582 -2.5677 -2.8514
O -5.4514 -2.9795 -3.5918
C -6.4706 -1.9749 -3.6265
N -2.6082 -0.8765 -2.6065
H -1.9356 -1.9113 -5.2973
H -3.3664 -3.0259 -5.2156
H -1.9987 -3.1197 -4.0516
H -4.1078 -0.9073 -4.1524
H -4.7304 -2.0332 -1.9737
H -3.7883 -3.4283 -2.5000
H -7.4190 -2.5304 -3.6707
H -6.3817 -1.2009 -4.4299
H -6.4697 -1.4959 -2.6370
H -3.1028 -0.0114 -2.3445
H -1.7181 -0.6021 -3.0031
C -7.8474 1.0648 1.7769
C -6.5952 1.4559 0.9767
C -5.6635 0.2747 0.4682
O -5.2195 -0.4715 1.5387
C -4.6849 -1.7623 1.2661
N -6.8263 2.5643 0.0351
H -8.7336 0.8722 1.1573
H -8.1118 1.8219 2.5308
H -7.6703 0.2007 2.4104
H -5.9159 1.9084 1.7229
H -4.7651 0.8066 -0.0048
H -6.1413 -0.2952 -0.3032
H -5.3758 -2.4212 0.6976
H -4.4601 -2.2836 2.2190
H -3.7390 -1.6905 0.6484
H -7.2653 3.2561 0.6460
H -7.5017 2.1998 -0.6080
C 2.6690 -2.0058 -2.1645
O 2.1724 -0.8674 -2.8116
C 1.1828 -1.2839 -3.7617
C 0.5742 -0.1355 -4.5897
N -0.1887 0.7605 -3.6954
C -0.7274 1.8162 -4.5790
C -1.5820 2.7335 -3.6911
O -2.8862 2.2420 -3.2997
C -3.6530 3.2506 -2.8008
H 3.6492 -1.6703 -1.6862
H 2.9097 -2.8182 -2.8624
H 2.0975 -2.3750 -1.3555
H 0.3359 -1.7807 -3.2604
H 1.6453 -2.0862 -4.3094
H -0.0811 -0.5752 -5.3528
H 1.3683 0.5170 -5.0552
H 0.4173 1.2328 -3.0477
H -1.2636 1.3305 -5.3602
H 0.0551 2.3960 -5.0622
H -1.7074 3.7028 -4.1872
H -1.0111 2.9874 -2.8076
H -4.6597 2.8573 -2.5511
H -3.7735 4.0996 -3.4836
H -3.2605 3.6270 -1.8531
C 5.9805 4.4001 -3.5372
O 4.8490 4.4814 -4.4518
C 4.5224 3.3071 -5.1593
C 4.1911 2.0613 -4.3268
N 2.9665 2.2311 -3.5256
C 3.1510 3.1433 -2.3776
C 1.9098 3.3849 -1.6377
O 1.1631 2.2129 -1.3743
C 0.2137 2.4452 -0.3660
H 6.8097 3.9066 -4.0714
H 5.6622 3.8804 -2.6090
H 6.4165 5.3430 -3.1992
H 5.4026 3.2086 -5.7926
H 3.6132 3.6771 -5.7132
H 5.0974 1.7992 -3.7815
H 4.0358 1.2122 -5.0022
H 2.6920 1.3121 -3.1531
H 3.5124 4.1197 -2.6910
H 3.8962 2.6856 -1.7040
H 1.2938 4.0875 -2.2348
H 2.1292 3.8147 -0.6601
H -0.3314 3.3973 -0.5426
H 0.6257 2.4554 0.6576
H -0.5188 1.6481 -0.3416
C 3.6151 5.9938 1.1411
O 2.4586 5.6655 1.8697
C 2.4548 5.7377 3.2867
C 0.9961 5.9845 3.6800
N 0.0301 4.9461 3.2949
C 0.1023 3.6378 4.1153
C -1.1443 2.8824 3.8783
O -1.2765 2.7071 2.4769
C -2.2421 1.7693 2.1821
H 4.1564 6.8203 1.6673
H 3.3162 6.3423 0.1394
H 4.3606 5.1823 0.9723
H 3.1133 6.5291 3.6782
H 2.8112 4.8302 3.8052
H 0.6438 6.8624 3.1909
H 0.9007 6.1356 4.7740
H 0.0853 4.6375 2.3234
H 0.2747 3.9320 5.1430
H 0.9699 3.0141 3.8229
H -2.0333 3.3933 4.2555
H -1.0545 1.8995 4.3867
H -3.1975 1.9817 2.6658
H -1.8885 0.7673 2.3715
H -2.3965 1.8028 1.1148
C 6.3698 1.0153 0.2400
O 4.9913 1.1308 0.4222
C 4.5696 2.3268 1.1051
C 3.1688 2.0731 1.4728
N 3.0237 0.9091 2.3132
C 3.4448 1.0317 3.7541
C 2.8025 -0.0658 4.4866
O 3.3190 -1.3226 4.1434
C 2.4731 -2.4123 4.4755
H 6.7600 1.7852 -0.4642
H 6.5440 -0.0210 -0.0915
H 6.8620 1.2423 1.1730
H 4.6235 3.1876 0.4430
H 5.1511 2.6103 1.9739
H 2.6094 1.7154 0.5923
H 2.6433 2.9171 1.8949
H 3.5620 0.1625 1.8834
H 3.0317 1.9976 4.1551
H 4.5388 1.0770 3.9080
H 1.7536 -0.0033 4.1923
H 2.8369 0.0250 5.5566
H 2.3078 -2.5427 5.5378
H 2.9345 -3.2887 4.0923
H 1.5324 -2.2353 3.9042

***

# 2
42
Properties=species:S:1:pos:R:3 method="wB97M-V/def2-TZVPD" charge=0 largest_force_ha_per_bohr=0.0185 homo_lumo_gap_ev=8.71
O 0.0090 -2.1833 1.0637
C 0.8661 -1.5432 0.5278
C 1.2519 -1.5720 -0.9308
C 2.7587 -1.2379 -0.8511
P 3.4316 -0.9998 -2.5604
O 2.5576 0.2594 -3.1375
Br 5.3996 -0.0069 -2.1632
C 2.7957 -0.2166 0.3112
O 4.0623 -0.2966 0.9582
C 2.5716 1.2352 -0.1343
C 2.1875 2.1913 1.0036
C 0.7451 2.0803 1.5424
S -0.4137 1.5902 0.2479
C -1.7038 0.8329 1.1607
S -1.9252 1.0036 2.7654
N -2.4984 0.0636 0.2869
C -3.5461 0.8603 -0.3754
C -4.0477 0.0487 -1.5861
O -3.7042 -1.3143 -1.4796
C -3.9623 -1.8282 -0.1880
C -3.1404 -1.0939 0.9072
N 1.7267 -0.6710 1.2223
H 0.6908 -0.8011 -1.4658
H 1.0608 -2.5699 -1.3239
H 3.2973 -2.1347 -0.5145
H 2.9209 1.1191 -2.8827
H 3.9491 -0.2729 1.9156
H 3.5251 1.5628 -0.5589
H 1.8330 1.2661 -0.9350
H 2.4145 3.2167 0.7046
H 2.8455 1.9754 1.8542
H 0.6722 1.3413 2.3364
H 0.4183 3.0312 1.9695
H -4.3570 1.0297 0.3487
H -3.1442 1.8225 -0.6975
H -3.5873 0.4147 -2.5068
H -5.1370 0.1714 -1.6882
H -3.6866 -2.8824 -0.2203
H -5.0358 -1.7485 0.0375
H -3.8193 -0.7823 1.7113
H -2.3764 -1.7533 1.3199
H 2.0942 -1.2072 2.0051

***

# 3
69
Properties=species:S:1:pos:R:3 method="wB97M-V/def2-TZVPD" charge=+3 largest_force_ha_per_bohr=0.0249 homo_lumo_gap_ev="6.61 / 4.44" e_above_lowest_kcal_mol=13.53
In 1.0820 -0.3592 -1.0058
P 2.2763 -2.3442 0.1969
P 0.9572 1.7087 1.7639
P -1.3900 -1.0707 -1.1858
H 0.0963 4.8722 -0.2543
C -0.3016 4.4429 -1.1808
C -1.5272 3.9006 -1.2306
H -2.1566 3.7955 -0.3408
C 3.6091 -3.1368 -0.7588
C 3.0324 -1.9170 1.7987
C 1.1278 -3.7000 0.5948
C -0.4933 2.7350 1.9782
C 1.7575 1.4502 3.3460
C 2.0794 2.5155 0.6216
C -2.4049 0.3310 -1.7522
C -2.2308 -1.7128 0.2897
C -1.6279 -2.3526 -2.4580
H 0.3122 4.5716 -2.0789
H -1.9900 3.6200 -2.1816
H 3.6516 -4.2080 -0.5158
H 4.5722 -2.6658 -0.5176
H 3.4162 -3.0163 -1.8331
H 3.7925 -2.6686 2.0626
H 2.2524 -1.8833 2.5737
H 3.5173 -0.9318 1.7325
H 1.7057 -4.6286 0.7038
H 0.3979 -3.8229 -0.2164
H 0.5980 -3.4663 1.5280
H -0.2582 3.4975 2.7354
H -1.3316 2.1223 2.3362
H -0.7836 3.2310 1.0401
H 2.8186 1.7314 3.2718
H 1.6721 0.3943 3.6377
H 1.2644 2.0739 4.1066
H 2.8084 3.0870 1.2163
H 1.5401 3.1948 -0.0551
H 2.6269 1.7720 0.0214
H -2.5973 0.2494 -2.8308
H -1.8971 1.2869 -1.5582
H -3.3570 0.3154 -1.2024
H -3.1408 -1.1229 0.4628
H -1.5808 -1.6410 1.1733
H -2.5062 -2.7642 0.1290
H -2.3610 -1.9971 -3.1951
H -1.9998 -3.2677 -1.9761
H -0.6836 -2.5652 -2.9761
C 0.5288 0.2975 -4.1340
C -0.4279 -0.1696 -5.0618
C -1.4301 0.6817 -5.5130
C -1.4903 2.0059 -5.0596
C -0.5157 2.4896 -4.1775
C 0.5182 1.6584 -3.7638
S 1.6392 -0.8373 -3.4272
H 0.5570 0.4061 1.2934
H -0.3653 -1.2105 -5.3802
H -2.1649 0.3103 -6.2291
H -2.2876 2.6682 -5.4012
H -0.5552 3.5171 -3.8116
H 1.3126 2.0215 -3.1139
C -1.8940 -0.4051 4.1307
C -0.8039 -1.4381 4.0386
C -0.6151 -2.2570 5.2830
O -0.1122 -1.5918 3.0215
H -2.8470 -0.8941 4.3756
H -1.9970 0.1374 3.1884
H -1.6643 0.3056 4.9376
H 0.1452 -3.0203 5.1200
H -0.3095 -1.6007 6.1085
H -1.5661 -2.7309 5.5586

***

# 4
73
Properties=species:S:1:pos:R:3 method="wB97M-V/def2-TZVPD" charge=-1 largest_force_ha_per_bohr=0.0546 homo_lumo_gap_ev=9.95 e_above_lowest_kcal_mol=0.00
As 0.3389 0.2546 -0.5883
F 0.6120 1.1341 0.8690
F -1.1872 1.0557 -0.7799
F -0.0075 -0.5277 -2.1118
F 1.8799 -0.5105 -0.5976
F -0.4334 -1.0598 0.2128
F 1.0138 1.5826 -1.4734
O 0.0452 -2.7788 -3.8888
H 0.0921 -1.8760 -3.5543
H 0.1040 -3.3007 -3.0763
O 0.2595 -3.5227 -1.0225
H 1.2047 -3.6523 -0.8690
H 0.1171 -2.6118 -0.7401
O -2.3492 0.6081 -3.4230
H -1.8462 0.0878 -2.7866
H -2.0620 1.5038 -3.1913
O -2.4644 -0.7804 2.0400
H -3.3659 -0.7908 1.7081
H -1.9353 -1.1854 1.3432
O 3.1430 -3.2527 -0.4965
H 2.7378 -2.3907 -0.3273
H 3.7783 -3.3703 0.2150
O -1.7332 3.3842 -2.6317
H -2.3563 3.0790 -1.9624
H -0.8804 3.0777 -2.2936
C -1.8171 -4.2802 1.9300
C -1.7730 -4.8708 3.3305
C -2.1627 -3.8238 4.3734
O -2.6185 -6.0341 3.4090
H -2.8114 -3.9207 1.6552
H -1.3558 -4.9371 1.1956
H -1.1950 -3.3763 1.9178
H -0.7591 -5.2425 3.4911
H -1.3145 -3.2117 4.6771
H -2.5916 -4.2905 5.2618
H -2.9349 -3.1736 3.9535
H -3.4283 -5.8090 2.9407
C 1.7956 -1.7621 2.6628
C 1.0442 -0.9835 3.7418
C 1.2095 -1.5062 5.1421
O 1.3522 0.4105 3.6984
H 1.3425 -1.7119 1.6719
H 1.9212 -2.8230 2.8929
H 2.8006 -1.3497 2.5032
H -0.0168 -1.0374 3.4525
H 1.0889 -2.5823 5.2061
H 0.4416 -1.0024 5.7404
H 2.1408 -1.1705 5.6051
H 1.2092 0.7030 2.7910
C 0.8402 4.2997 2.4052
C 0.5401 4.6681 0.9635
C 1.7038 4.3796 0.0282
O -0.5712 3.8675 0.5337
H 1.0389 3.2294 2.5032
H -0.0660 4.4453 3.0010
H 1.6373 4.8853 2.8661
H 0.1804 5.6963 0.9410
H 2.5844 5.0025 0.2275
H 1.4046 4.5751 -0.9999
H 2.0347 3.3520 0.1810
H -0.2973 2.9459 0.5213
C -0.1381 2.3579 -6.8719
C -0.1618 2.8328 -5.4406
C 1.0636 2.3708 -4.6470
O -0.3083 4.2538 -5.4275
H -0.5509 1.3575 -7.0060
H 0.8829 2.3001 -7.2689
H -0.6835 3.0363 -7.5301
H -1.0274 2.4161 -4.9189
H 1.9578 2.7987 -5.1055
H 1.1144 1.2846 -4.6335
H 0.9620 2.7562 -3.6319
H -0.4138 4.5173 -4.5074